A 2-piece molecular cluster, C2H3NO2 overall at a distorted geometry, computed with ωB97M-V with the def2-TZVPD basis set.

Its orbital gap (alpha / beta) is 9.1 / 9.1 eV. As for the energy: -283.0709 hartree. The charge is 0. The value obtained for the strongest force on any atom is 4.7 eV/A. As for the energy above the lowest of the compared OMol25 structures with the same formula, charge and spin: 491.2 kJ/mol. The LUMO energy (alpha / beta) comes out at -0.02696 / -0.02691 Ha.

Last column: Löwdin charge in e.
Positions of all 8 atoms, in Å:
C  0.500498  0.292905  2.916453  -0.64
C  0.068805  -0.098028  0.042178  0.18
N  0.535640  -0.730659  2.053183  0.13
O  1.009963  1.207396  3.437215  0.17
O  -0.606710  -0.465075  2.924051  0.05
H  0.690275  0.776769  -0.007747  0.03
H  0.402683  -0.984755  -0.453900  0.03
H  -0.986293  0.049735  0.177003  0.04

Atoms 1-6, force components in eV/Å:
-0.41 -0.33 -0.28
0.79 -0.66 3.60
0.89 -0.40 -4.59
0.28 0.91 0.48
-1.49 0.54 1.22
0.10 0.19 -0.18

---

One molecule with the formula C3H5BrN4 at a distorted geometry, computed with ωB97M-V with the def2-TZVPD basis set.

Its orbital gap is 8.2 eV. As for the energy: -2910.1986 hartree. The charge is 0. The value obtained for the strongest force on any atom is 3.6 eV/A. As for the energy above the lowest of the compared OMol25 structures with the same formula, charge and spin: 415.6 kJ/mol. The LUMO energy comes out at 0.01408 Ha.

Last column: Löwdin charge in e.
Positions of all 13 atoms, in Å:
C  0.582455  0.929505  -0.965613  -0.57
C  -0.007991  -1.295674  -0.902248  -0.18
C  0.289111  1.004799  0.308748  -0.56
N  -0.005871  -1.400183  0.319320  0.05
N  0.085635  -0.247624  1.045046  -0.02
N  -0.070648  -2.196624  -1.964590  0.11
N  0.263559  2.105895  1.141158  0.07
Br  0.959127  2.413986  -2.058341  0.63
H  -0.368438  -0.139649  1.952905  0.13
H  0.654032  -2.091782  -2.641252  0.09
H  -0.901019  -2.169064  -2.461210  0.06
H  0.270381  2.994662  0.604355  0.07
H  -0.315198  1.943687  2.014990  0.11

Atoms 1-6, force components in eV/Å:
-0.87 -3.04 -0.75
1.38 2.13 -2.49
-0.11 -1.19 1.28
-1.04 0.81 1.69
0.54 1.47 -0.88
1.47 0.59 2.10